Here is C15H44O23S4 as an isolated structure in a non-equilibrium geometry from OMol25. Energies are from the ωB97M-V functional and the def2-TZVPD basis.

CARTESIAN COORDINATES (ANGSTROEM)
C1 -2.512411 -4.059402 0.868866
O1 -2.086013 -3.863875 -0.472639
H1 -1.765592 -3.745814 1.579609
H2 -3.471639 -3.590338 1.060895
H3 -2.665746 -5.161180 1.019638
H4 -2.900243 -3.919472 -0.987162
C2 -1.832215 -2.495873 4.337651
O2 -1.038943 -1.460658 3.822846
H5 -2.858108 -2.499066 3.936204
H6 -1.400200 -3.424561 3.924270
H7 -1.734819 -2.512117 5.420994
H8 -1.272157 -0.617495 4.229884
C3 -0.581876 2.570546 4.581283
O3 -1.253774 1.401594 4.023849
H9 -0.431452 2.268444 5.621495
H10 0.387875 2.717528 4.066182
H11 -1.213933 3.449160 4.442195
H12 -0.800096 1.149519 3.196343
C4 2.745105 0.590322 4.700001
O4 1.832360 0.718569 5.778976
H13 2.470045 1.138923 3.811829
H14 3.723625 0.970941 5.026474
H15 2.877119 -0.459905 4.473651
H16 0.974396 0.712513 5.342799
C5 -3.438165 4.959360 -1.099819
O5 -2.318702 4.515503 -1.844047
H17 -4.320866 4.533938 -1.540574
H18 -3.435452 4.660638 -0.035696
H19 -3.577358 6.045683 -1.113761
H20 -1.553448 4.826738 -1.328216
C6 -2.196288 0.882383 -3.046285
O6 -2.907297 0.204776 -4.052950
H21 -2.281476 1.969019 -2.999879
H22 -2.404576 0.527951 -2.041346
H23 -1.175371 0.704427 -3.237214
H24 -2.583780 0.460387 -4.919496
C7 1.640037 4.789164 0.303663
O7 0.444518 4.456175 -0.370497
H25 2.505132 4.555307 -0.323792
H26 1.702896 5.888007 0.349641
H27 1.685570 4.264994 1.270645
H28 0.427830 3.475447 -0.532143
C8 -5.935809 -0.647789 -3.088977
C9 -5.464372 -2.038510 -3.393784
O8 -4.638773 -2.391180 -2.218115
S1 -5.261809 -1.590652 -0.961799
O9 -4.227432 -1.041557 -0.231748
O10 -6.157895 -2.469371 -0.362933
O11 -6.055287 -0.467680 -1.704968
H29 -6.896864 -0.435785 -3.532489
H30 -5.312554 0.136866 -3.543924
H31 -4.891981 -2.211084 -4.276401
H32 -6.338367 -2.691178 -3.397041
C10 6.422365 -1.137758 -0.993758
C11 7.032213 -1.388365 0.401832
O12 5.909910 -1.223941 1.264996
S2 4.445527 -0.941948 0.657243
O13 4.112379 0.414844 0.781576
O14 3.557864 -1.930732 1.054536
O15 5.013776 -1.303184 -0.779965
H33 6.686605 -1.783060 -1.808793
H34 6.610156 -0.094059 -1.288994
H35 7.839939 -0.674580 0.589315
H36 7.318768 -2.436081 0.554487
C12 2.643145 -1.539143 -3.018348
C13 2.831649 0.008924 -2.727232
O16 3.893196 0.396146 -3.583889
S3 4.471040 -0.721899 -4.494682
O17 5.894468 -0.698330 -4.408753
O18 3.849878 -0.645050 -5.738862
O19 3.841177 -1.894802 -3.715964
H37 1.743679 -1.791474 -3.630706
H38 2.622571 -2.072575 -2.094377
H39 3.186640 0.298362 -1.705510
H40 1.899538 0.489564 -2.959158
C14 0.208786 -1.577443 0.880427
C15 -1.198898 -1.068990 0.611729
O20 -0.990559 0.396438 0.813225
S4 0.363327 0.947581 0.461498
O21 0.844878 1.759592 1.511724
O22 0.378683 1.509190 -0.831131
O23 1.027218 -0.419288 0.411660
H41 0.528725 -2.478865 0.356225
H42 0.297452 -1.736708 1.950408
H43 -1.951936 -1.338298 1.332693
H44 -1.557560 -1.074341 -0.385680

Atoms 1-3, force components in eV/Å:
-0.5 -2.0 -0.2
-0.2 0.4 0.1
0.3 0.3 0.0

The value obtained for the molecular weight is 720.76 g mol⁻¹. As for the LUMO energy: 0.241 eV. The relative energy (zero: lowest compared OMol25 entry of this formula, charge and spin) is 0.0 kcal per mole. The HOMO energy is -9.9154 eV. As for the calculated total energy: -3920.9489 a.u. The value obtained for the frontier orbital gap is 10.16 eV.